{
  "formula": "C31H46O29Pd2",
  "method": "ωB97M-V/def2-TZVPD",
  "species": ["Pd", "Pd", "C", "C", "O", "H", "H", "H", "H", "H", "C", "C", "O", "H", "H", "H", "H", "H", "C", "C", "O", "C", "O", "O", "H", "H", "H", "H", "C", "C", "O", "C", "O", "O", "H", "H", "H", "H", "C", "C", "O", "C", "O", "O", "H", "H", "H", "H", "C", "C", "O", "C", "O", "O", "H", "H", "H", "H", "C", "C", "O", "C", "O", "O", "H", "H", "H", "H", "C", "C", "O", "C", "O", "O", "H", "H", "H", "H", "C", "C", "O", "C", "O", "O", "H", "H", "H", "H", "C", "C", "O", "C", "O", "O", "H", "H", "H", "H", "C", "C", "O", "C", "O", "O", "H", "H", "H", "H"],
  "positions_angstrom": [[40.8607, -0.3483, 26.7207], [39.6574, -1.5197, 29.8480], [43.4100, 0.7047, 30.0751], [42.6984, -0.6037, 29.7825], [41.6302, -0.6172, 28.8892], [44.0960, 0.8599, 29.2424], [43.8916, 0.8188, 31.0463], [42.8026, 1.5935, 29.9043], [42.2655, -0.9383, 30.7253], [43.3707, -1.4157, 29.5052], [36.7608, 0.4298, 28.5131], [37.8528, 0.1599, 27.5057], [38.8720, -0.7484, 27.8011], [36.1697, 1.3314, 28.3526], [37.2294, 0.4346, 29.4972], [36.0078, -0.3337, 28.7087], [38.3845, 1.1099, 27.5591], [37.5556, 0.1292, 26.4575], [37.4961, 4.6860, 25.6850], [36.6137, 3.5139, 25.9596], [36.4439, 2.9390, 24.7081], [37.1656, 3.5407, 23.7702], [37.3465, 3.0097, 22.6852], [37.6416, 4.6756, 24.2183], [38.4446, 4.6436, 26.2204], [36.8912, 5.5585, 25.9318], [35.6768, 3.8513, 26.4030], [37.2667, 2.9208, 26.5999], [35.0302, 2.4686, 32.7935], [35.5063, 1.5477, 31.7776], [36.1734, 2.3914, 30.8388], [36.5564, 3.5087, 31.3778], [37.3482, 4.3514, 30.8705], [35.8855, 3.6214, 32.4750], [35.3531, 1.9733, 33.7092], [33.9641, 2.5853, 32.5984], [34.6821, 1.0021, 31.3180], [36.1390, 0.8422, 32.3162], [34.7036, 0.7613, 23.9168], [34.6239, -0.1723, 25.0852], [33.6645, -1.1451, 24.9200], [33.1828, -0.9225, 23.6859], [32.3852, -1.6510, 23.1300], [33.7700, 0.1184, 23.1797], [35.6737, 0.7802, 23.4203], [34.3527, 1.7453, 24.2278], [34.6648, 0.3556, 26.0379], [35.6475, -0.5387, 25.1630], [40.8338, 5.4008, 27.2873], [42.2015, 5.2076, 27.8124], [42.3244, 3.8227, 28.0554], [41.3604, 3.2020, 27.4883], [41.0740, 1.9722, 27.5854], [40.6135, 4.1137, 26.8555], [40.6057, 6.0899, 26.4741], [40.0114, 5.5994, 27.9746], [42.1598, 5.7118, 28.7779], [42.9354, 5.5713, 27.0933], [35.5848, -4.6116, 26.9139], [36.1383, -3.9846, 28.1401], [35.1083, -3.1392, 28.6528], [34.0265, -3.2916, 27.9914], [33.0313, -2.7033, 28.3267], [34.2109, -4.1840, 26.9673], [35.5818, -5.7015, 26.9251], [36.0585, -4.3518, 25.9672], [37.0301, -3.4546, 27.8056], [36.3942, -4.8145, 28.7987], [32.0709, 2.2240, 28.6096], [33.3160, 2.1652, 27.7184], [34.0342, 3.3080, 28.1903], [33.5045, 3.8167, 29.3339], [34.0502, 4.5388, 30.0765], [32.3218, 3.3000, 29.5431], [31.8885, 1.2389, 29.0390], [31.2971, 2.4670, 27.8814], [33.2231, 2.3238, 26.6440], [33.8146, 1.2076, 27.8688], [39.7298, 2.1332, 33.9086], [40.5289, 2.9167, 32.9947], [40.6708, 2.0055, 32.0005], [39.7488, 1.0578, 32.0794], [39.3320, 0.2940, 31.1600], [39.1836, 1.0459, 33.1782], [39.0633, 2.5704, 34.6520], [40.3216, 1.6100, 34.6597], [41.4843, 3.1611, 33.4590], [40.1336, 3.8864, 32.6923], [38.2555, -0.9891, 23.4472], [39.1026, -0.5330, 22.2792], [38.3661, -1.0733, 21.1600], [37.1438, -1.4012, 21.5273], [36.1911, -1.5899, 20.7910], [37.0230, -1.2957, 22.8885], [38.3328, -0.1184, 24.0984], [38.6116, -1.9223, 23.8835], [40.1617, -0.7816, 22.3470], [39.0687, 0.5242, 22.0160], [34.6308, -2.0647, 32.3657], [35.6861, -1.7865, 33.4825], [36.9114, -2.0252, 32.7900], [36.7093, -2.0064, 31.3988], [37.5662, -2.0107, 30.5406], [35.3549, -1.9394, 31.1789], [33.7610, -1.4271, 32.2071], [34.1449, -3.0204, 32.5623], [35.4833, -2.4998, 34.2814], [35.7275, -0.7440, 33.7980]],
  "atomic_forces_ev_per_a": [[-0.6407, 0.3609, 0.6461], [-0.6064, 1.5015, -0.7032], [0.3804, 1.1750, -2.3388], [-1.1555, 0.0532, 2.4403], [-0.1308, -0.2379, -0.1628], [0.7852, -0.0422, 0.3925], [-0.0330, -0.6583, -0.1611], [-0.7570, -0.3025, 0.4397], [0.0762, -0.3506, 0.3495], [0.3591, -0.1819, -0.5413], [-0.7444, -1.6720, 1.1172], [0.5915, 2.2549, 0.7683], [0.4588, -1.5614, 0.0075], [0.6516, 0.3195, -0.1887], [0.2145, 0.7520, -0.0070], [-0.0850, -0.6146, -0.7084], [0.2701, 0.6280, -0.4483], [-0.0524, -0.7016, -0.2569], [-0.8265, 1.9752, -0.9156], [0.8514, 0.4062, 1.1099], [-1.3225, -2.0351, 0.2807], [0.8255, -1.4368, -2.8735], [-0.3588, 1.2466, 1.8209], [0.9546, 0.6385, 1.1117], [-0.0511, 0.1639, -0.5896], [0.7886, 0.4731, -0.0548], [0.0264, -0.6102, 0.0924], [-0.9281, -0.9039, 0.2869], [0.5321, 0.8510, -0.2120], [0.2813, -1.3391, -1.2494], [0.5533, -3.3917, -2.6343], [2.0897, 3.7279, -1.9221], [-2.5884, -3.3997, 1.9779], [-1.2709, 1.4695, 3.8910], [-0.7737, 1.2247, 0.6879], [0.1216, 1.1818, 0.9042], [0.2991, -0.0013, -0.4523], [0.8450, -0.2540, -0.9997], [0.7182, 0.9389, 2.5553], [5.3595, 1.7922, 2.9684], [-2.3567, -1.2928, -1.4231], [5.5486, 3.8819, 3.3827], [-2.4238, -1.9206, -1.6189], [-4.8259, -2.1209, -5.3769], [-0.3341, 0.1092, -0.1472], [0.0418, 0.1212, -0.7643], [-1.5741, -0.1258, 0.2054], [-0.1934, -1.5352, -0.2609], [-1.6705, 0.6864, -0.2861], [0.5287, 2.7920, 1.1549], [1.7800, -0.7288, 1.1777], [-2.5869, -2.3055, -0.4229], [1.0881, 3.2997, -0.6823], [-2.0979, -4.0432, -2.0961], [0.9232, 0.0191, -0.2006], [0.4469, 0.2465, 0.8327], [1.2463, 0.0541, -0.0635], [0.3470, -0.2208, 0.4749], [-1.5722, -0.9055, -0.9210], [1.3360, -0.5622, -0.0823], [4.0295, -0.0159, 1.4122], [-2.7248, -0.3030, -1.0067], [0.1174, -0.6154, -1.2314], [-0.8952, 0.7294, -0.1827], [-0.0226, 0.0224, 0.2245], [-0.2030, 0.5281, 0.0126], [0.0040, 0.5343, 0.8746], [0.0196, 0.6208, 0.6893], [-0.3396, 0.1607, -1.7868], [0.3887, 0.7253, 0.7225], [1.4027, -0.2538, -0.4496], [0.4637, -0.9632, -0.4731], [0.9262, 1.2379, 0.5502], [-1.9954, -1.9322, -0.2717], [-0.1745, 0.5038, 0.6214], [-0.7436, 0.2636, 0.8948], [-0.6694, -0.0738, 0.0435], [0.6522, 0.1880, 0.2366], [-0.4363, -1.1049, 5.5160], [0.8302, 2.8055, 1.6955], [0.9887, -2.0004, -4.2888], [-0.2699, -1.4866, -4.9733], [1.9305, 1.1298, 1.0401], [-2.6474, 0.3552, 2.8324], [-0.8957, 0.4938, -1.0907], [0.8720, -0.0112, -0.1880], [0.1786, -0.2038, -0.1818], [-0.4909, -0.2737, -0.5719], [1.7576, 0.1251, -0.0419], [-0.3390, 0.4455, -1.3404], [1.1224, -0.9666, -0.3759], [-2.5462, 0.7294, -1.9689], [2.1391, -0.0932, 1.9386], [-1.3953, 0.2851, 0.2987], [-0.9971, -0.2300, 0.7456], [0.4149, 0.2305, 0.3722], [-0.2025, -0.6903, -0.4303], [-0.0715, 0.3386, 0.8933], [-0.8819, 0.4455, 1.3791], [-1.3965, 0.2771, -1.0271], [0.8499, -0.3850, -2.6636], [-1.9082, 0.1784, 2.6878], [-0.5620, -0.2239, 0.5521], [2.9771, -0.5515, -1.5039], [0.2831, 0.6111, 0.6804], [0.6216, -0.5674, -0.6843], [0.7063, 0.2834, 0.1300], [-0.2265, -0.1911, 0.3777]],
  "s_squared": 8.772,
  "spin_multiplicity": 6,
  "homo_ev": [-16.79, -16.79],
  "total_charge": 3,
  "gap_ev": [8.510, 3.587]
}

{
  "formula": "H4N2",
  "method": "ωB97M-V/def2-TZVPD",
  "species": ["N", "N", "H", "H", "H", "H"],
  "positions_angstrom": [[-0.6983, -0.2498, -0.0662], [0.6925, -0.0985, -0.2326], [-1.0112, 0.4068, 0.7116], [-1.1832, 0.0297, -0.8499], [1.2125, -0.9153, 0.3982], [0.9877, 0.8270, 0.0390]],
  "atomic_forces_ev_per_a": [[0.1010, 0.6511, 4.0478], [1.9431, -3.0612, 1.2776], [0.1954, -1.3282, -1.2154], [-0.8962, 0.6530, -2.3051], [-1.7419, 3.1908, -2.0821], [0.3987, -0.1055, 0.2772]],
  "homo_ev": -9.48,
  "relative_energy_kcal_mol": 11.65,
  "smiles": "NN",
  "gap_ev": 10.759
}

{
  "formula": "C5H7N2O",
  "method": "ωB97M-V/def2-TZVPD",
  "species": ["C", "C", "C", "C", "C", "N", "N", "O", "H", "H", "H", "H", "H", "H", "H"],
  "positions_angstrom": [[-1.1129, -1.4891, -1.5391], [0.0375, -1.5885, -1.3806], [-0.1450, 1.6013, 0.3336], [-0.1575, 1.3127, 1.6394], [1.6609, 0.4416, -0.6674], [0.5772, 1.2127, -0.7925], [2.3130, 0.0179, 0.3530], [3.4378, -0.5847, 0.3935], [-2.1761, -1.3399, -1.8069], [1.0625, -1.8481, -1.1459], [-0.9373, 2.3524, 0.0308], [-1.0300, 1.4448, 2.2166], [0.2920, 0.3854, 2.0437], [2.1326, 0.3230, -1.6508], [1.8782, 0.3464, 1.2341]],
  "atomic_forces_ev_per_a": [[-5.3228, 0.5578, -1.3215], [4.1372, -1.4970, 0.8631], [-0.5623, 1.0215, -3.0558], [0.8289, -2.5313, 1.1044], [0.3036, 1.3372, -2.4611], [-1.1067, 0.9651, 2.1776], [-2.2230, 1.3498, 1.9301], [2.0576, -1.2978, -0.1123], [1.5104, -0.1359, 0.5435], [-0.6166, 0.3776, -0.2030], [0.8030, -0.7049, 0.2598], [-1.0109, 1.1283, 0.4807], [0.3745, 0.5726, -0.3546], [0.2538, -0.6601, 0.4204], [0.5734, -0.4828, -0.2713]],
  "homo_ev": -2.42,
  "total_charge": -1,
  "relative_energy_kcal_mol": 73.62,
  "gap_ev": 6.444
}

Please write out number 2 again, unchanged.
{
  "formula": "H4N2",
  "method": "ωB97M-V/def2-TZVPD",
  "species": ["N", "N", "H", "H", "H", "H"],
  "positions_angstrom": [[-0.6983, -0.2498, -0.0662], [0.6925, -0.0985, -0.2326], [-1.0112, 0.4068, 0.7116], [-1.1832, 0.0297, -0.8499], [1.2125, -0.9153, 0.3982], [0.9877, 0.8270, 0.0390]],
  "atomic_forces_ev_per_a": [[0.1010, 0.6511, 4.0478], [1.9431, -3.0612, 1.2776], [0.1954, -1.3282, -1.2154], [-0.8962, 0.6530, -2.3051], [-1.7419, 3.1908, -2.0821], [0.3987, -0.1055, 0.2772]],
  "homo_ev": -9.48,
  "relative_energy_kcal_mol": 11.65,
  "smiles": "NN",
  "gap_ev": 10.759
}